# 1
24
Properties=species:S:1:pos:R:3:mulliken_charge:R:1 method="wB97M-V/def2-TZVPD" multiplicity=1 relative_energy_kcal_mol=47.45 smiles=COc1cc(N)ccc1-c1cnco1 gap_ev=8.7 e_lumo_ev=0.827
C 0.003 -2.093 -1.734 -0.699
O -0.483 -0.767 -1.651 -0.488
C 0.198 0.016 -0.762 0.522
C 1.374 0.609 -1.187 -0.670
C 2.101 1.398 -0.318 1.102
N 3.251 2.039 -0.775 -0.603
C 1.606 1.665 0.974 -0.919
C 0.373 1.161 1.310 -0.528
C -0.382 0.308 0.497 0.273
C -1.677 -0.198 0.902 0.331
C -2.715 0.312 1.607 -0.509
N -3.740 -0.639 1.710 -0.575
C -3.250 -1.663 1.131 0.001
O -2.017 -1.495 0.608 -0.276
H -0.772 -2.648 -2.310 0.240
H 1.012 -2.100 -2.276 0.287
H 0.089 -2.542 -0.713 0.266
H 1.743 0.296 -2.181 0.255
H 3.967 2.315 -0.074 0.241
H 3.670 1.543 -1.540 0.242
H 2.091 2.418 1.605 0.293
H 0.058 1.376 2.312 0.445
H -2.808 1.326 2.015 0.410
H -3.691 -2.636 0.851 0.360



# 2
25
Properties=species:S:1:pos:R:3:mulliken_charge:R:1 method="wB97M-V/def2-TZVPD" multiplicity=1 relative_energy_kcal_mol=64.35 gap_ev="6.6 / 7.2" e_lumo_ev="-2.123 / -1.518"
C -2.179 -1.387 -1.815 -0.367
C -1.598 -2.023 -0.741 -0.758
C -2.453 -0.025 -1.841 -0.589
C -1.161 -1.334 0.394 -0.304
C -2.057 0.715 -0.781 -0.565
C -1.552 0.028 0.435 0.657
C -0.736 0.532 2.652 0.328
C 1.684 0.469 1.929 0.616
C 0.762 1.109 2.836 -0.629
C 2.647 0.515 -0.397 -0.928
N -1.208 0.773 1.452 -0.211
N 1.821 1.133 0.650 0.050
O -1.352 0.145 3.651 -0.613
O 2.261 -0.565 2.080 -0.586
S 1.215 2.637 0.339 -0.148
H -2.587 -1.887 -2.648 0.396
H -1.340 -2.994 -0.712 0.496
H -2.717 0.413 -2.731 0.478
H -0.815 -1.788 1.275 0.493
H -2.315 1.682 -0.734 0.534
H 0.602 2.191 2.845 0.381
H 1.186 0.799 3.831 0.306
H 3.289 1.290 -0.661 0.372
H 3.096 -0.298 0.130 0.336
H 1.951 0.197 -1.188 0.255



# 3
24
Properties=species:S:1:pos:R:3:mulliken_charge:R:1 method="wB97M-V/def2-TZVPD" multiplicity=1 relative_energy_kcal_mol=56.72 gap_ev=8.8 e_lumo_ev=0.774
C -2.514 2.276 1.298 -0.632
C -2.449 1.856 2.617 -0.510
C -1.726 1.670 0.337 -0.565
C -1.571 0.848 2.971 -0.440
C -0.858 0.638 0.681 0.516
C -0.765 0.244 2.020 0.205
C -0.574 -0.298 -1.578 -0.455
C 0.400 -1.012 -2.184 -0.516
C 1.133 -0.514 -0.117 -0.711
C 2.672 -1.802 -1.525 -0.940
N -0.116 -0.009 -0.311 0.310
N 1.427 -1.131 -1.279 0.273
O 1.798 -0.366 2.541 -0.444
S 0.323 -1.081 2.541 -0.017
H -3.177 3.079 1.015 0.374
H -3.073 2.320 3.366 0.374
H -1.774 2.003 -0.689 0.433
H -1.498 0.514 3.995 0.424
H -1.547 -0.016 -1.924 0.406
H 0.441 -1.442 -3.164 0.439
H 2.103 -0.359 1.597 0.504
H 2.515 -2.658 -2.181 0.334
H 3.392 -1.126 -1.994 0.294
H 3.082 -2.142 -0.575 0.344



# 4
23
Properties=species:S:1:pos:R:3:mulliken_charge:R:1 method="wB97M-V/def2-TZVPD" multiplicity=1 relative_energy_kcal_mol=49.55 smiles="C[C@@]1(c2ccccc2)N=CC(=S)N1" gap_ev=8.1 e_lumo_ev=-0.325
C -0.385 -1.807 1.220 -1.307
C -0.806 -0.691 0.197 1.371
C 0.416 0.143 -0.099 -0.291
C 0.644 1.424 0.405 -0.004
C 1.865 2.037 0.149 -0.648
C 2.837 1.384 -0.553 -0.292
C 2.649 0.160 -1.079 -0.544
C 1.414 -0.485 -0.836 -0.424
N -1.418 -1.247 -0.927 -0.501
C -2.551 -0.753 -1.153 -0.251
C -3.008 0.182 -0.109 0.023
S -4.319 1.148 0.038 -0.343
N -1.978 0.282 0.782 -0.299
H -1.173 -2.569 1.553 0.340
H 0.302 -1.201 1.927 0.378
H 0.422 -2.487 0.813 0.313
H -0.286 1.851 0.845 0.392
H 1.855 3.015 0.660 0.335
H 3.889 1.841 -0.681 0.238
H 3.381 -0.282 -1.728 0.425
H 1.324 -1.515 -1.204 0.349
H -3.132 -0.982 -2.030 0.414
H -1.941 0.552 1.811 0.326



# 5
23
Properties=species:S:1:pos:R:3:mulliken_charge:R:1 method="wB97M-V/def2-TZVPD" multiplicity=1 relative_energy_kcal_mol=41.80 gap_ev=7.7 e_lumo_ev=-0.118
C 0.764 2.660 1.263 -0.394
C 1.290 1.435 1.640 -0.693
C -0.162 2.719 0.235 -0.655
C 0.923 0.278 0.981 -0.449
C -0.540 1.563 -0.422 -0.269
C 0.017 0.331 -0.078 0.558
C -2.475 -1.135 -1.580 -0.410
C -2.762 -1.691 -0.243 0.283
C -0.355 -0.886 -0.818 1.168
C 0.701 -1.930 -1.035 -1.320
N -1.285 -0.767 -1.790 -0.593
N -1.675 -1.763 0.462 -0.381
S -4.327 -2.120 0.130 -0.365
H 1.067 3.560 1.778 0.390
H 1.985 1.380 2.465 0.382
H -0.596 3.666 -0.053 0.388
H 1.326 -0.670 1.301 0.255
H -1.253 1.613 -1.232 0.410
H -3.249 -1.040 -2.322 0.439
H 0.312 -2.756 -1.623 0.428
H 1.068 -2.308 -0.086 0.275
H 1.538 -1.479 -1.568 0.368
H -1.631 -1.997 1.435 0.183



# 6
23
Properties=species:S:1:pos:R:3:mulliken_charge:R:1 method="wB97M-V/def2-TZVPD" multiplicity=1 relative_energy_kcal_mol=118.00 gap_ev="6.3 / 6.3" e_lumo_ev="-0.637 / -0.637"
C -0.133 0.096 3.386 -0.547
C 1.145 -0.276 2.947 -0.543
C -1.181 -0.024 2.473 -0.501
C 1.309 -0.864 1.697 -0.602
C -1.005 -0.626 1.209 -0.092
C 0.590 1.444 -2.816 -0.803
C 0.879 0.442 -1.933 0.395
C 0.235 -1.054 0.830 0.649
C -1.725 0.959 -2.639 0.459
C 0.477 -1.540 -0.620 -1.202
N -0.752 1.669 -3.062 -0.088
N 0.094 -0.534 -1.567 -0.444
S -3.182 0.402 -2.400 -0.244
H -0.263 0.613 4.290 0.423
H 1.906 -0.188 3.593 0.478
H -2.187 0.244 2.860 0.284
H 2.224 -1.121 1.405 0.509
H -1.706 -0.814 0.376 0.262
H 1.085 2.331 -2.949 0.328
H 1.968 0.427 -1.657 0.275
H 1.536 -1.622 -0.926 0.539
H -0.210 -2.339 -0.874 0.280
H -1.107 2.373 -3.621 0.186



# 7
25
Properties=species:S:1:pos:R:3:mulliken_charge:R:1 method="wB97M-V/def2-TZVPD" multiplicity=1 relative_energy_kcal_mol=115.21 gap_ev=8.4 e_lumo_ev=0.131
C 0.882 0.891 3.734 -0.503
C 0.811 2.017 2.901 -0.483
C 0.459 -0.330 3.281 -0.569
C 0.461 1.896 1.577 -0.567
C 0.105 -0.482 1.989 -0.590
C 0.119 0.604 1.096 0.729
C -0.194 0.122 -2.483 0.054
C -1.095 -0.884 -1.719 0.281
C 0.251 0.970 -1.323 0.127
C -1.938 -1.945 -2.257 -1.166
N 1.231 -0.509 -2.803 0.340
N 1.546 -1.632 -2.758 -0.720
N -0.136 0.280 -0.195 0.625
N -0.868 -0.853 -0.460 -0.813
O 0.960 1.956 -1.462 -0.659
H 1.160 0.841 4.803 0.291
H 1.032 3.043 3.062 0.366
H 0.318 -1.167 3.867 0.446
H 0.330 2.672 0.950 0.532
H -0.182 -1.325 1.511 0.570
H -0.462 0.394 -3.506 0.417
H -2.937 -1.576 -2.511 0.283
H -2.185 -2.662 -1.396 0.326
H -1.507 -2.578 -2.950 0.396
H 1.841 0.258 -2.947 0.286



# 8
25
Properties=species:S:1:pos:R:3:mulliken_charge:R:1 method="wB97M-V/def2-TZVPD" multiplicity=1 relative_energy_kcal_mol=0.00 smiles="[H]/N=C(/N)N(c1ccccc1)c1nccs1" gap_ev=8.8 e_lumo_ev=0.668
H 2.528 -2.405 -0.505 0.371
N 1.640 -2.835 -0.452 -0.786
C 0.696 -2.091 -0.137 0.391
N -0.553 -2.537 -0.350 -0.399
N 0.779 -0.648 0.224 0.261
C -0.485 0.013 0.094 -1.242
C -1.119 0.110 -1.125 0.483
C -2.185 0.952 -1.276 -0.793
C -2.765 1.487 -0.123 -0.417
C -2.146 1.356 1.092 -0.735
C -0.998 0.646 1.244 -0.182
C 1.926 0.073 0.185 0.712
N 3.135 -0.426 0.086 -0.555
C 4.101 0.489 -0.047 -0.521
C 3.641 1.774 -0.059 -0.292
S 1.850 1.850 0.100 -0.031
H -0.519 -3.488 -0.676 0.280
H -1.297 -2.321 0.366 0.223
H -0.620 -0.249 -1.932 0.501
H -2.807 0.981 -2.214 0.300
H -3.590 2.084 -0.133 0.460
H -2.596 1.820 1.853 0.529
H -0.612 0.507 2.149 0.664
H 5.116 0.099 -0.171 0.406
H 4.179 2.733 0.013 0.372



# 9
22
Properties=species:S:1:pos:R:3:mulliken_spin:R:1 method="wB97M-V/def2-TZVPD" multiplicity=3 s_squared=2.077 total_charge=+1 gap_ev="5.6 / 6.0" e_lumo_ev="-3.607 / -6.502"
C 3.315 -0.757 0.153 0.261
C 2.639 -1.002 -1.032 -0.106
C 2.923 0.199 1.064 -0.138
C 1.573 -0.240 -1.438 0.250
C 1.853 1.040 0.716 0.314
C 1.191 0.812 -0.511 -0.085
C -3.699 -0.894 -0.796 0.355
C -1.664 0.095 0.721 0.653
C 0.114 1.477 -0.853 0.277
C -2.811 -0.368 0.082 -0.048
N -2.922 0.420 1.383 0.021
O -0.622 2.096 -1.478 0.166
H 4.301 -1.295 0.537 0.006
H 2.998 -1.680 -1.711 -0.005
H 3.477 0.308 2.049 -0.003
H 1.124 -0.429 -2.371 0.016
H 1.397 1.605 1.430 0.038
H -3.242 -1.079 -1.722 0.019
H -4.687 -1.048 -0.810 0.012
H -0.802 -0.494 1.081 -0.015
H -3.202 -0.146 2.208 0.006
H -3.256 1.379 1.299 0.007



# 10
24
Properties=species:S:1:pos:R:3:mulliken_charge:R:1 method="wB97M-V/def2-TZVPD" multiplicity=1 relative_energy_kcal_mol=2.81 total_charge=+1 gap_ev=7.8 e_lumo_ev=-4.394
O 3.615 -1.270 0.858 -0.332
O 3.761 0.162 0.868 -0.203
C 3.167 0.580 -0.309 -0.646
N 1.693 0.598 -0.195 -0.032
C 1.092 1.660 0.433 -0.197
C -0.238 1.683 0.622 -1.055
C -1.046 0.599 0.178 0.758
C -2.433 0.561 0.353 -0.671
C -3.154 -0.522 -0.101 0.602
S -4.878 -0.675 0.068 -0.178
C -2.494 -1.605 -0.767 -0.646
C -1.157 -1.584 -0.951 -0.950
C -0.396 -0.485 -0.478 0.405
C 0.981 -0.434 -0.634 0.302
H 3.690 -1.462 1.805 0.338
H 3.521 1.591 -0.488 0.403
H 3.421 -0.092 -1.126 0.429
H 1.745 2.455 0.761 0.457
H -0.708 2.525 1.109 0.439
H -2.932 1.385 0.847 0.375
H -5.051 0.408 0.830 0.160
H -3.079 -2.444 -1.118 0.418
H -0.647 -2.398 -1.452 0.405
H 1.527 -1.237 -1.112 0.418



no.,E_tot (a.u.)
1,-647.02636
2,-1045.12339
3,-969.94610
4,-894.69974
5,-894.71209
6,-894.59066
7,-681.17516
8,-1004.23583
9,-516.52701
10,-990.16836